1.
This record from the OMol25 dataset describes a cluster of 15 separate species, C60H105N15 in total. The level of theory is ωB97M-V/def2-TZVPD.

Positions of all 180 atoms, in Å:
1 C 13.204 5.203 21.436
2 C 12.924 4.436 22.718
3 C 11.449 4.018 22.911
4 C 10.583 5.179 23.007
5 N 9.916 6.109 23.094
6 H 13.183 4.594 20.527
7 H 14.211 5.623 21.500
8 H 12.500 6.020 21.252
9 H 13.252 5.014 23.582
10 H 13.536 3.531 22.741
11 H 11.397 3.489 23.863
12 H 11.156 3.365 22.090
13 C 15.835 7.705 25.173
14 C 14.552 7.109 24.632
15 C 13.346 8.031 24.657
16 C 12.748 8.186 25.985
17 N 12.296 8.317 27.033
18 H 16.646 6.983 25.111
19 H 15.695 7.981 26.225
20 H 16.126 8.624 24.671
21 H 14.326 6.135 25.071
22 H 14.732 6.867 23.578
23 H 12.541 7.641 24.028
24 H 13.624 9.019 24.300
25 C 8.699 15.339 29.708
26 C 8.889 15.336 28.203
27 C 9.240 13.962 27.652
28 C 10.435 13.381 28.254
29 N 11.370 12.898 28.708
30 H 9.489 14.821 30.251
31 H 7.752 14.836 29.928
32 H 8.598 16.348 30.108
33 H 9.606 16.081 27.852
34 H 7.951 15.631 27.721
35 H 9.374 13.954 26.567
36 H 8.410 13.261 27.794
37 C 4.723 9.372 26.069
38 C 3.735 9.035 27.175
39 C 3.994 7.708 27.863
40 C 5.400 7.527 28.226
41 N 6.498 7.333 28.524
42 H 4.459 10.314 25.583
43 H 4.718 8.625 25.272
44 H 5.741 9.445 26.462
45 H 2.701 9.113 26.832
46 H 3.774 9.823 27.941
47 H 3.836 6.896 27.140
48 H 3.360 7.588 28.737
49 C 15.250 12.231 24.626
50 C 13.768 12.218 25.033
51 C 13.240 13.606 25.358
52 C 13.466 14.588 24.287
53 N 13.659 15.355 23.459
54 H 15.402 13.084 23.952
55 H 15.513 11.395 23.983
56 H 15.945 12.333 25.458
57 H 13.574 11.530 25.856
58 H 13.244 11.858 24.142
59 H 13.775 14.012 26.226
60 H 12.174 13.652 25.590
61 C 7.299 8.355 20.132
62 C 8.476 7.420 19.851
63 C 9.807 7.961 20.365
64 C 10.276 9.133 19.628
65 N 10.654 10.072 19.091
66 H 7.320 9.274 19.548
67 H 7.215 8.600 21.196
68 H 6.362 7.841 19.894
69 H 8.533 7.291 18.764
70 H 8.255 6.415 20.209
71 H 10.562 7.174 20.295
72 H 9.740 8.278 21.407
73 C 11.164 14.991 20.620
74 C 11.491 13.541 20.276
75 C 10.994 12.576 21.352
76 C 9.545 12.480 21.456
77 N 8.398 12.395 21.533
78 H 10.089 15.133 20.776
79 H 11.434 15.723 19.853
80 H 11.676 15.322 21.528
81 H 12.567 13.414 20.148
82 H 11.039 13.312 19.309
83 H 11.423 12.703 22.345
84 H 11.312 11.580 21.032
85 C 6.968 16.695 23.187
86 C 6.696 15.201 22.983
87 C 7.400 14.324 23.998
88 C 8.860 14.463 24.010
89 N 9.998 14.535 24.092
90 H 8.009 16.977 23.013
91 H 6.760 16.961 24.231
92 H 6.327 17.320 22.568
93 H 6.978 14.918 21.970
94 H 5.616 15.100 23.115
95 H 7.265 13.274 23.724
96 H 7.098 14.494 25.035
97 C 3.323 12.811 23.353
98 C 4.086 12.645 22.046
99 C 5.112 11.523 22.130
100 C 4.491 10.230 22.435
101 N 3.926 9.266 22.686
102 H 4.007 13.098 24.160
103 H 2.926 11.821 23.597
104 H 2.531 13.556 23.348
105 H 4.659 13.534 21.772
106 H 3.411 12.452 21.210
107 H 5.905 11.736 22.853
108 H 5.684 11.337 21.214
109 C 14.126 7.603 18.799
110 C 14.037 9.128 18.869
111 C 13.746 9.654 20.273
112 C 14.759 9.303 21.266
113 N 15.543 9.061 22.061
114 H 13.220 7.108 19.158
115 H 14.950 7.235 19.419
116 H 14.321 7.275 17.778
117 H 13.246 9.451 18.191
118 H 14.976 9.515 18.467
119 H 12.805 9.231 20.628
120 H 13.648 10.738 20.206
121 C 8.401 11.096 24.993
122 C 9.125 9.896 25.611
123 C 9.641 8.925 24.561
124 C 10.590 9.478 23.594
125 N 11.370 9.929 22.891
126 H 7.513 10.796 24.434
127 H 9.068 11.658 24.330
128 H 8.160 11.802 25.792
129 H 8.443 9.346 26.264
130 H 9.980 10.270 26.180
131 H 8.853 8.473 23.954
132 H 10.186 8.078 24.992
133 C 3.332 12.661 29.496
134 C 2.959 13.723 28.450
135 C 3.439 13.365 27.049
136 C 4.869 13.090 27.007
137 N 6.002 12.870 26.956
138 H 2.808 12.834 30.433
139 H 4.409 12.660 29.659
140 H 3.057 11.662 29.143
141 H 3.483 14.646 28.729
142 H 1.906 13.995 28.472
143 H 3.348 14.238 26.389
144 H 2.847 12.589 26.564
145 C 7.907 11.531 30.134
146 C 8.529 10.489 29.229
147 C 9.905 9.998 29.670
148 C 9.845 9.197 30.900
149 N 9.799 8.593 31.873
150 H 7.058 12.000 29.634
151 H 8.636 12.316 30.361
152 H 7.584 11.149 31.104
153 H 8.614 10.916 28.225
154 H 7.906 9.597 29.108
155 H 10.582 10.823 29.904
156 H 10.385 9.390 28.899
157 C 9.956 4.479 29.432
158 C 10.049 5.993 29.207
159 C 9.789 6.345 27.748
160 C 10.649 5.677 26.777
161 N 11.315 5.132 26.022
162 H 10.164 4.198 30.464
163 H 10.634 3.899 28.796
164 H 8.962 4.086 29.186
165 H 11.062 6.261 29.504
166 H 9.276 6.426 29.835
167 H 9.868 7.426 27.593
168 H 8.754 6.106 27.475
169 C 7.035 6.473 25.005
170 C 6.457 6.921 23.674
171 C 5.339 6.024 23.157
172 C 4.240 5.806 24.092
173 N 3.373 5.640 24.816
174 H 7.344 5.431 25.104
175 H 6.291 6.610 25.796
176 H 7.869 7.121 25.267
177 H 7.242 7.024 22.920
178 H 6.075 7.942 23.784
179 H 5.802 5.076 22.873
180 H 4.883 6.471 22.269

As for the LUMO energy: 0.07 eV. As for the frontier orbital gap: 11.00 eV. The value obtained for the HOMO energy is -10.94 eV. As for the spin multiplicity: 1. The value obtained for the total energy is -86274.26928 eV.

Mulliken population analysis, charges in e, atoms 1 to 2: C -0.905; C 0.292

***

2.
This record from the OMol25 dataset describes a structure of composition C25H35AsF6N6O6STa. The level of theory is ωB97M-V/def2-TZVPD.

Positions of all 81 atoms, in Å:
1 Ta -0.678 -0.617 -0.851
2 C 2.892 -0.589 -1.725
3 C 2.082 0.389 -2.552
4 N 0.609 0.127 -2.636
5 C 0.272 -0.543 -3.920
6 C -1.208 -0.796 -3.928
7 N -1.580 -1.598 -2.727
8 C -1.498 -3.077 -2.967
9 C -0.221 -3.709 -2.450
10 C -0.269 -3.993 -0.967
11 N -0.656 -2.797 -0.130
12 C 0.090 -2.833 1.161
13 C 1.472 -2.321 0.862
14 N 1.339 -0.962 0.264
15 C 2.663 -0.479 -0.235
16 H 3.943 -0.323 -1.877
17 H 3.072 -2.059 -3.018
18 H 2.471 0.410 -3.573
19 H 2.218 1.392 -2.148
20 H 0.226 1.079 -2.705
21 H 0.835 -1.471 -3.988
22 H 0.561 0.094 -4.758
23 H -1.522 -1.310 -4.837
24 H -1.751 0.149 -3.880
25 H -2.574 -1.414 -2.605
26 H -1.613 -3.249 -4.037
27 H -2.365 -3.530 -2.483
28 H 0.640 -3.079 -2.669
29 H -0.058 -4.658 -2.964
30 H 0.705 -4.343 -0.637
31 H -0.989 -4.783 -0.750
32 H -1.638 -2.928 0.104
33 H 0.117 -3.849 1.557
34 H -0.423 -2.196 1.883
35 H 1.981 -2.962 0.148
36 H 2.086 -2.267 1.762
37 H 1.158 -0.365 1.071
38 H 3.444 -1.028 0.292
39 H 2.762 0.573 0.035
40 O 0.685 3.048 -1.696
41 C 0.330 2.679 -0.601
42 N 0.185 3.359 0.558
43 C -0.292 2.554 1.689
44 C -0.491 1.258 0.925
45 O -0.966 0.127 1.240
46 N -0.024 1.336 -0.310
47 C 0.817 2.336 2.723
48 C 1.695 3.379 3.002
49 C 2.697 3.216 3.945
50 C 2.837 2.011 4.619
51 C 1.959 0.972 4.356
52 C 0.950 1.132 3.412
53 C -1.605 3.086 2.266
54 C -1.977 2.769 3.567
55 C -3.194 3.210 4.065
56 C -4.039 3.973 3.272
57 C -3.664 4.296 1.976
58 C -2.453 3.850 1.471
59 H 0.318 4.356 0.603
60 H 1.602 4.330 2.495
61 H 3.368 4.038 4.158
62 H 3.619 1.890 5.357
63 H 2.043 0.040 4.898
64 H 0.236 0.332 3.264
65 H -1.318 2.195 4.205
66 H -3.475 2.966 5.081
67 H -4.982 4.324 3.667
68 H -4.313 4.900 1.357
69 H -2.178 4.108 0.456
70 F -2.299 0.734 -1.573
71 As -3.937 0.243 -0.776
72 F -2.694 -1.162 -0.297
73 F -3.388 1.052 0.598
74 F -5.158 -0.570 0.033
75 F -4.724 1.570 -1.422
76 F -4.167 -0.695 -2.201
77 O 3.060 -4.688 -1.144
78 S 4.182 -3.839 -1.345
79 O 4.815 -3.797 -2.611
80 O 2.676 -1.944 -2.142
81 O 4.669 -3.061 -0.263

As for the LUMO energy (spin up / spin down): -6.02 / -6.31 eV. As for the frontier orbital gap (spin up / spin down): 7.89 / 7.61 eV. The value obtained for the HOMO energy (spin up / spin down) is -13.91 / -13.92 eV. As for the net charge: +2. As for the spin multiplicity: 2. The value obtained for the total energy is -137242.05797 eV.

Mulliken population analysis, charges in e, atoms 1 to 2: Ta 3.322; C -0.083

***

3.
This record from the OMol25 dataset describes an isolated molecule of C17H27N3O2. The level of theory is ωB97M-V/def2-TZVPD.

Positions of all 49 atoms, in Å:
1 C -6.583 -1.726 0.086
2 C -6.155 -0.285 -0.041
3 O -6.982 0.599 -0.168
4 C -4.726 0.015 0.002
5 C -4.255 1.329 -0.029
6 C -5.003 2.605 -0.088
7 N -2.910 1.292 0.005
8 C -2.470 -0.013 0.084
9 C -1.050 -0.376 0.124
10 O -0.635 -1.433 0.568
11 N -0.206 0.568 -0.381
12 C 1.228 0.405 -0.367
13 C 1.886 1.490 0.517
14 N 3.302 1.420 0.744
15 C 4.183 1.673 -0.374
16 C 4.608 0.420 -1.152
17 C 5.228 -0.604 -0.201
18 C 5.639 -1.871 -0.945
19 C 4.223 -0.912 0.908
20 C 3.800 0.380 1.618
21 C -3.581 -0.836 0.086
22 C -3.517 -2.321 0.140
23 H -6.220 -2.147 1.019
24 H -6.183 -2.311 -0.738
25 H -7.670 -1.774 0.066
26 H -5.740 2.643 0.711
27 H -5.558 2.671 -1.023
28 H -4.328 3.456 -0.006
29 H -2.326 2.110 0.084
30 H -0.570 1.384 -0.843
31 H 1.415 -0.588 0.045
32 H 1.614 0.458 -1.389
33 H 1.677 2.470 0.069
34 H 1.396 1.460 1.496
35 H 3.701 2.390 -1.043
36 H 5.087 2.145 0.031
37 H 5.330 0.707 -1.920
38 H 3.748 -0.030 -1.650
39 H 6.121 -0.157 0.253
40 H 6.091 -2.586 -0.260
41 H 6.360 -1.640 -1.726
42 H 4.772 -2.340 -1.405
43 H 4.668 -1.588 1.641
44 H 3.353 -1.412 0.479
45 H 3.040 0.164 2.370
46 H 4.679 0.792 2.132
47 H -4.031 -2.700 1.020
48 H -2.476 -2.628 0.195
49 H -3.973 -2.766 -0.743

As for the LUMO energy: 0.44 eV. As for the frontier orbital gap: 8.52 eV. The value obtained for the HOMO energy is -8.08 eV. As for the spin multiplicity: 1. The value obtained for the total energy is -26633.45406 eV.

Mulliken population analysis, charges in e, atoms 1 to 2: C -1.332; C 0.906

***

4.
This record from the OMol25 dataset describes a structure of composition C22H36B2BeCaCl2CsF5INO10. The level of theory is ωB97M-V/def2-TZVPD.

Positions of all 82 atoms, in Å:
1 C 4.529 2.160 2.824
2 C 4.044 3.348 3.671
3 C 2.678 3.060 4.327
4 C 1.614 3.129 3.226
5 C 0.282 2.434 3.519
6 C -0.702 2.825 2.392
7 C -1.399 1.656 1.668
8 C -0.767 1.275 0.318
9 C 0.280 2.280 -0.287
10 B -0.302 3.655 -0.902
11 O 0.501 4.631 -1.669
12 O -1.609 3.947 -0.670
13 C -0.054 -0.161 0.564
14 C 1.152 -0.243 1.483
15 C 0.914 -1.244 2.618
16 O 0.029 -2.060 2.590
17 I 2.182 -1.177 4.359
18 C 0.096 -0.795 -0.852
19 O 0.991 -1.493 -1.298
20 O -0.984 -0.380 -1.457
21 C -1.722 0.709 -0.750
22 C -3.062 0.120 -0.303
23 C -3.524 -1.024 -1.170
24 F -3.977 1.162 -0.462
25 H 3.953 2.098 1.887
26 H 5.567 2.290 2.533
27 H 4.348 1.251 3.392
28 H 3.965 4.253 3.065
29 H 4.765 3.506 4.466
30 H 2.708 2.097 4.828
31 H 2.483 3.891 5.002
32 H 2.042 2.770 2.280
33 H 1.396 4.190 3.077
34 H -0.081 2.840 4.462
35 H 0.368 1.360 3.672
36 H -0.183 3.518 1.732
37 H -1.491 3.407 2.864
38 H -1.441 0.803 2.340
39 H -2.440 1.943 1.527
40 H 1.005 2.569 0.487
41 H 0.858 1.868 -1.079
42 H 0.128 5.495 -1.403
43 H -2.070 4.318 -1.434
44 H -0.911 -0.737 0.926
45 H 1.505 0.715 1.860
46 H 1.987 -0.656 0.897
47 H -1.989 1.371 -1.575
48 H -3.081 -0.184 0.743
49 H -2.886 -1.889 -1.032
50 H -4.548 -1.333 -0.828
51 H -3.625 -0.738 -2.215
52 O 6.293 4.105 5.764
53 H 7.075 4.203 6.321
54 O -1.968 4.413 -3.724
55 H -2.107 3.920 -4.550
56 H -1.134 4.060 -3.328
57 Ca 1.879 0.607 -1.718
58 C -1.913 -5.143 -1.482
59 C -2.839 -4.694 -2.402
60 C -4.009 -5.411 -2.627
61 C -4.228 -6.576 -1.915
62 C -3.305 -7.043 -0.994
63 C -2.137 -6.319 -0.776
64 N -5.472 -7.326 -2.132
65 O -6.249 -6.904 -2.961
66 O -5.650 -8.328 -1.468
67 H -1.004 -4.581 -1.301
68 H -2.663 -3.778 -2.949
69 H -4.725 -5.049 -3.347
70 H -3.482 -7.956 -0.445
71 H -1.404 -6.659 -0.061
72 B 4.252 -1.315 -4.980
73 F 5.461 -0.683 -5.431
74 F 3.509 -0.312 -4.277
75 F 3.517 -1.764 -6.050
76 F 4.552 -2.343 -4.112
77 Be -1.239 2.353 -3.125
78 O 0.681 -6.258 0.085
79 H 1.202 -5.470 0.295
80 Cl -5.475 -3.055 -1.443
81 Cl 7.163 -0.214 -6.717
82 Cs 2.126 5.107 -2.995

As for the LUMO energy: -5.52 eV. As for the frontier orbital gap: 1.08 eV. The value obtained for the HOMO energy is -6.60 eV. As for the spin multiplicity: 1. The value obtained for the total energy is -112820.32679 eV.

Mulliken population analysis, charges in e, atoms 1 to 2: C -0.592; C -0.336

***

5.
This record from the OMol25 dataset describes a structure of composition C4H9N. The level of theory is ωB97M-V/def2-TZVPD.

Positions of all 14 atoms, in Å:
1 C -0.260 -1.334 -1.536
2 C -0.278 -0.855 -0.105
3 C 0.993 -0.164 0.258
4 N 0.085 0.968 0.039
5 C -0.428 1.443 1.342
6 H 0.330 -2.257 -1.465
7 H -1.260 -1.608 -1.882
8 H 0.229 -0.702 -2.291
9 H -0.903 0.311 -0.164
10 H 1.803 -0.196 -0.479
11 H 1.370 -0.263 1.277
12 H -0.974 0.626 1.831
13 H 0.392 1.745 1.995
14 H -1.101 2.289 1.180

As for the LUMO energy: 1.29 eV. As for the frontier orbital gap: 9.69 eV. The value obtained for the HOMO energy is -8.40 eV. As for the spin multiplicity: 1. The value obtained for the total energy is -5779.47125 eV.

Mulliken population analysis, charges in e, atoms 1 to 2: C -1.136; C -0.145

***

6.
This record from the OMol25 dataset describes a cluster of 2 separate species, C9H13ClNOP in total. The level of theory is ωB97M-V/def2-TZVPD.

Positions of all 26 atoms, in Å:
1 C 1.169 1.886 3.321
2 C -0.140 2.189 2.842
3 C 1.895 0.991 2.489
4 C -0.733 1.539 1.755
5 C 1.316 0.422 1.411
6 C -0.039 0.554 1.053
7 C -0.272 -1.654 -1.794
8 C 0.620 0.582 -1.750
9 C -0.643 -0.334 0.081
10 N -0.019 -0.437 -1.017
11 O -1.641 -0.993 0.428
12 P -3.036 -1.558 -0.399
13 Cl -2.295 0.021 -3.503
14 H 1.533 2.176 4.255
15 H -0.749 2.905 3.513
16 H 2.827 0.600 2.676
17 H -1.781 1.643 1.653
18 H 1.886 -0.328 0.895
19 H -0.443 -2.453 -1.016
20 H -1.216 -1.222 -2.252
21 H 0.666 -1.799 -2.443
22 H 1.364 0.012 -2.453
23 H -0.137 1.030 -2.397
24 H 1.123 1.310 -1.217
25 H -2.469 -2.760 -1.066
26 H -3.494 -2.151 0.753

As for the LUMO energy (spin up / spin down): 0.58 / -4.22 eV. As for the frontier orbital gap (spin up / spin down): 5.36 / 4.59 eV. The value obtained for the HOMO energy (spin up / spin down) is -4.78 / -8.81 eV. As for the spin multiplicity: 3. The value obtained for the total energy is -34886.16863 eV.

Mulliken population analysis, charges in e, atoms 1 to 2: C -0.694; C -0.223